(1)
The following is a DFT calculation (ωB97M-V with the def2-TZVPD basis set) of a gas-phase ion, C4H10NS (charge -1) in a non-equilibrium geometry.

Values from the calculation:
Total energy in eV: -16635.843
Energy relative to the best compared isomer or geometry (same formula, charge and spin) in kcal/mol: 6.2
Kohn-Sham gap in eV: 5.87
HOMO energy in eV: -2.14
SMILES: CN[C@@H](C)C[S-]
Total charge: -1

Positions of all 16 atoms, in Å:
C  1.934  1.893  -0.704
N  0.950  0.934  -1.160
C  0.000  0.488  -0.104
C  -0.414  -0.969  -0.315
S  -0.607  -1.899  1.248
C  -1.203  1.423  -0.031
H  2.422  2.358  -1.567
H  1.519  2.706  -0.090
H  2.676  1.414  -0.057
H  0.430  1.346  -1.926
H  0.558  0.576  0.828
H  -1.416  -0.942  -0.747
H  0.271  -1.507  -0.961
H  -1.973  0.960  0.602
H  -1.619  1.620  -1.019
H  -0.969  2.333  0.513

Atomic partial charges in e from the Mulliken method, atoms 1 to 6: atom 1 (C): -0.87, atom 2 (N): -0.44, atom 3 (C): 0.43, atom 4 (C): -1.01, atom 5 (S): -0.69, atom 6 (C): -1.40


(2)
The following is a DFT calculation (ωB97M-V with the def2-TZVPD basis set) of a molecular structure, C48H45N10O7PPd in a non-equilibrium geometry.

Values from the calculation:
Total energy in eV: -92511.475
Multiplicity: 5
Kohn-Sham gap (alpha / beta) in eV: 5.59 / 6.44
HOMO energy (alpha / beta) in eV: -6.23 / -8.74

Positions of all 112 atoms, in Å:
Pd  -0.282  0.495  -0.119
C  0.327  0.264  -6.690
C  -0.184  1.554  -6.615
C  -0.416  2.158  -5.388
C  -0.122  1.431  -4.248
C  -0.355  1.723  -2.833
N  -0.149  0.622  -2.113
C  0.524  -0.393  -2.912
N  1.874  -0.564  -2.514
C  2.242  -0.219  -1.284
C  2.538  1.152  -0.879
C  2.802  2.319  -1.585
C  3.146  3.441  -0.854
C  3.225  3.414  0.543
C  2.940  2.268  1.260
C  2.596  1.126  0.546
C  2.338  -0.253  0.908
N  1.990  -0.672  2.151
C  0.909  -0.143  2.634
N  0.078  0.649  1.876
C  -0.688  1.415  2.684
N  -1.273  2.537  2.323
C  -1.189  3.011  1.092
N  -0.688  2.396  -0.029
C  -0.893  3.193  -1.114
N  -0.708  2.913  -2.393
C  -1.409  4.462  -0.659
C  -1.715  5.642  -1.322
C  -2.188  6.705  -0.574
C  -2.380  6.587  0.804
C  -2.107  5.408  1.473
C  -1.611  4.340  0.734
C  -0.509  0.971  4.053
C  -1.057  1.405  5.245
C  -0.608  0.806  6.412
C  0.360  -0.191  6.387
C  0.929  -0.617  5.193
C  0.486  -0.030  4.025
N  2.273  -1.005  -0.197
C  0.396  0.134  -4.327
C  0.641  -0.459  -5.544
H  0.460  -0.196  -7.658
H  -0.415  2.090  -7.525
H  -0.832  3.150  -5.301
H  2.754  2.341  -2.663
H  3.381  4.358  -1.374
H  3.540  4.304  1.066
H  3.017  2.247  2.338
H  -1.577  5.712  -2.389
H  -2.421  7.642  -1.061
H  -2.754  7.438  1.354
H  -2.275  5.314  2.535
H  -1.799  2.188  5.252
H  -1.015  1.130  7.358
H  0.684  -0.637  7.316
H  1.697  -1.373  5.173
H  1.038  -1.460  -5.606
C  -5.330  0.170  -2.505
C  -5.691  0.635  -1.099
C  -4.771  0.159  0.034
C  -5.082  0.941  1.345
C  -6.538  0.835  1.792
C  -4.968  -1.307  0.382
O  -5.950  -1.954  0.103
N  -3.960  -1.815  1.152
C  -2.718  -1.195  1.419
O  -1.990  -1.638  2.276
N  -2.434  -0.132  0.641
C  -3.285  0.402  -0.246
O  -2.885  1.106  -1.159
H  -6.074  0.554  -3.200
H  -5.332  -0.914  -2.573
H  -4.356  0.547  -2.802
H  -6.693  0.269  -0.866
H  -5.698  1.726  -1.093
H  -4.822  1.991  1.192
H  -4.436  0.560  2.141
H  -7.202  1.353  1.106
H  -6.642  1.290  2.774
H  -6.849  -0.206  1.856
H  -4.090  -2.740  1.542
C  -2.094  -5.028  -2.532
C  -2.620  -3.595  -2.516
C  -2.457  -2.956  -3.892
C  -4.083  -3.596  -2.081
O  -1.936  -2.812  -1.506
P  -0.415  -2.412  -1.456
O  -0.193  -1.616  -2.824
O  -0.166  -1.643  -0.219
O  0.381  -3.727  -1.743
C  1.408  -4.561  -1.165
C  1.603  -5.656  -2.220
C  0.920  -5.112  0.168
C  2.705  -3.794  -0.982
H  -2.782  -5.673  -3.075
H  -2.009  -5.391  -1.511
H  -1.118  -5.065  -3.003
H  -3.046  -3.500  -4.629
H  -1.410  -2.968  -4.182
H  -2.792  -1.922  -3.860
H  -4.671  -4.194  -2.771
H  -4.476  -2.585  -2.072
H  -4.180  -4.012  -1.082
H  0.690  -6.228  -2.359
H  2.402  -6.330  -1.929
H  1.872  -5.194  -3.166
H  0.051  -5.748  0.026
H  0.640  -4.287  0.818
H  1.708  -5.687  0.645
H  3.020  -3.352  -1.923
H  3.482  -4.467  -0.632
H  2.569  -2.990  -0.262

Atomic partial charges in e from the Mulliken method, atoms 1 to 6: atom 1 (Pd): 1.16, atom 2 (C): -0.89, atom 3 (C): -0.69, atom 4 (C): -0.44, atom 5 (C): 0.05, atom 6 (C): -0.65


(3)
The following is a DFT calculation (ωB97M-V with the def2-TZVPD basis set) of 10 unconnected molecules or ions with the total composition C30H69NO11 in a non-equilibrium geometry.

Values from the calculation:
Total energy in eV: -56226.013
Energy relative to the best compared isomer or geometry (same formula, charge and spin) in kcal/mol: 23.7
Kohn-Sham gap in eV: 6.44
HOMO energy in eV: -8.90

Positions of all 111 atoms, in Å:
C  -0.448  0.796  -2.018
C  0.257  1.240  -0.773
O  1.512  1.078  -0.753
N  -0.474  1.427  0.436
H  -1.330  2.003  0.173
H  -0.921  0.455  0.718
C  0.253  1.951  1.568
H  0.346  0.387  -2.714
H  -1.085  1.650  -2.320
H  -1.110  -0.063  -1.808
H  -0.514  2.271  2.305
H  0.516  2.867  1.133
H  0.843  1.283  2.309
O  -1.772  -0.839  0.955
H  -1.980  -1.792  0.838
C  1.342  -3.393  3.702
C  0.747  -2.033  3.296
C  1.557  -0.980  4.110
O  0.703  -1.956  1.876
H  1.196  -3.488  4.771
H  2.198  -3.708  3.385
H  0.783  -4.193  3.011
H  -0.228  -2.169  3.914
H  1.821  -1.334  5.141
H  1.054  -0.140  4.274
H  2.355  -0.660  3.417
H  -0.120  -1.422  1.560
C  -2.209  5.050  0.708
C  -2.469  4.368  -0.580
C  -1.258  4.511  -1.532
O  -2.716  3.032  -0.372
H  -1.868  6.056  0.531
H  -1.439  4.345  1.286
H  -3.148  5.100  1.191
H  -3.327  4.889  -0.963
H  -1.246  3.926  -2.380
H  -0.007  4.512  -1.242
H  -1.257  5.503  -1.920
H  -3.668  2.896  -0.493
C  0.496  4.890  3.961
C  1.648  5.489  3.151
C  2.848  4.573  3.613
O  1.442  5.237  1.798
H  0.136  4.003  3.533
H  -0.488  5.432  3.617
H  0.686  5.035  5.057
H  1.738  6.469  3.243
H  2.576  3.670  3.099
H  2.965  4.565  4.626
H  3.806  4.851  3.146
H  1.869  5.998  1.270
C  3.029  -0.311  -3.512
C  4.565  -0.279  -3.049
C  5.685  -0.189  -4.141
O  4.650  0.794  -2.204
H  2.268  -0.241  -2.529
H  3.048  -1.091  -4.104
H  2.852  0.573  -4.450
H  4.618  -1.210  -2.610
H  5.540  0.693  -4.716
H  5.359  -0.906  -4.726
H  6.774  -0.174  -3.771
H  4.102  0.611  -1.521
C  -4.916  -2.468  -2.084
C  -3.916  -1.356  -1.635
C  -4.150  -0.168  -2.644
O  -4.169  -0.898  -0.406
H  -5.702  -2.281  -2.590
H  -5.306  -3.349  -1.340
H  -4.462  -3.230  -2.750
H  -2.837  -1.692  -1.687
H  -5.143  0.409  -2.602
H  -3.912  -0.425  -3.619
H  -3.408  0.423  -2.504
H  -3.394  -0.868  0.220
C  -2.581  0.622  5.731
C  -2.938  0.071  4.323
C  -4.288  0.671  3.842
O  -1.919  0.388  3.416
H  -3.509  0.595  6.295
H  -2.237  1.699  5.686
H  -1.729  0.211  6.477
H  -2.963  -1.019  4.458
H  -4.371  1.686  4.110
H  -5.045  0.124  4.405
H  -4.401  0.540  2.799
H  -1.973  -0.278  2.815
C  2.519  -3.889  -1.028
C  3.369  -3.018  -0.075
C  4.857  -3.225  -0.307
O  3.017  -1.629  -0.268
H  2.295  -3.322  -1.961
H  1.460  -3.894  -0.382
H  2.619  -4.902  -1.305
H  3.276  -3.360  1.047
H  5.102  -3.629  -1.402
H  5.337  -3.881  0.310
H  5.416  -2.434  -0.066
H  2.064  -1.564  -0.068
C  0.583  -3.658  -5.478
C  -0.018  -4.830  -6.378
C  -1.208  -5.549  -5.924
O  -1.568  -6.557  -6.449
C  -1.789  -5.021  -4.621
C  -1.317  -3.881  -3.847
C  -0.031  -3.172  -4.324
O  0.457  -2.193  -3.678
H  1.408  -3.155  -5.814
H  0.666  -5.295  -7.154
H  -2.613  -5.543  -4.229
H  -1.743  -3.708  -2.858

Atomic partial charges in e from the Mulliken method, atoms 1 to 6: atom 1 (C): 0.18, atom 2 (C): 0.32, atom 3 (O): -0.48, atom 4 (N): 1.64, atom 5 (H): 0.13, atom 6 (H): -0.51